This record from the Open Molecules 2025 dataset describes C27H49HgNP2 as an isolated structure. The level of theory is the ωB97M-V functional and the def2-TZVPD basis.

Results
calculated total energy	-53027.50766	eV
2S+1	1
LUMO energy (alpha / beta)	0.00 / -0.47	eV
HOMO (alpha / beta)	-0.249 / -0.203	hartree

Geometry (Å):
Hg (-1.64617, -0.82922, -4.06725)
P (0.64036, 2.33951, -1.77156)
P (2.38450, -2.41968, -2.17435)
N (-1.76372, 1.36190, 1.56523)
C (0.67422, -0.67061, -6.42244)
C (2.12600, 0.49257, -2.26446)
C (0.73944, 2.57870, 4.03097)
C (-0.15746, 1.71924, 3.39574)
C (0.16723, 0.76655, -6.44073)
C (1.40952, 2.15396, 5.31074)
C (-3.76970, 0.09431, 1.08004)
C (-2.44005, -0.70855, -6.95302)
C (0.71901, 5.60243, 1.73228)
C (-1.95774, 1.09717, -5.15440)
C (0.40884, 4.24226, 2.29024)
C (-2.80861, -0.03614, 3.35493)
C (-0.28856, -1.61966, -5.79012)
C (-2.84516, 0.64423, -6.29484)
C (3.44957, -3.35843, -3.33114)
C (-0.56178, 1.07035, -5.18729)
C (-1.50087, -0.44934, -1.92993)
C (-0.87148, 2.12142, 2.21170)
C (1.89036, 3.48199, -1.19339)
C (-3.91832, 2.04544, 2.62574)
C (-0.51170, 3.40693, 1.68199)
C (-3.03637, 0.88573, 2.16711)
C (2.06098, -0.74030, -3.10886)
C (0.76198, -3.16080, -2.70720)
C (1.02149, 3.82179, 3.47555)
C (-1.67506, -1.62614, -6.05630)
C (-0.60955, 3.54280, -2.57073)
H (1.63027, -0.65896, -5.89670)
H (3.98826, -4.07983, -2.71496)
H (0.02014, 1.39568, -4.31473)
H (2.10137, 0.19487, -1.20056)
H (2.86228, -0.76663, -3.86588)
H (0.75511, -3.55360, -3.74050)
H (-0.08819, -2.46898, -2.60418)
H (1.30375, 1.07435, 5.48621)
H (0.58744, -3.98562, -1.99856)
H (-1.04009, 3.73341, 0.76797)
H (-2.09885, -0.83080, 3.10520)
H (-1.93777, -0.54478, -7.90077)
H (-1.58849, 0.59084, -1.59288)
H (0.18707, -2.56593, -5.51466)
H (0.15933, 6.38422, 2.26714)
H (-3.47271, 2.57788, 3.47215)
H (0.44796, 5.68356, 0.66697)
H (2.93035, -3.91198, -4.11237)
H (0.99760, 2.67859, 6.18986)
H (-3.93704, 0.72647, 0.19782)
H (-0.27054, 3.79450, -3.57584)
H (-0.49784, 0.89623, -7.29501)
H (2.84058, 3.02492, -1.51014)
H (1.76302, 4.47834, -1.64507)
H (3.01818, 1.09245, -2.45549)
H (1.78307, 5.84736, 1.83746)
H (-4.74264, -0.25925, 1.44677)
H (0.99176, 1.48977, -6.56406)
H (-2.42765, 0.50776, 4.22390)
H (-3.17519, -0.77139, 0.76081)
H (2.48243, 2.40273, 5.27816)
H (0.93978, -0.99227, -7.43701)
H (1.10886, -0.85486, -3.66302)
H (4.18227, -2.70408, -3.79339)
H (-2.43513, 1.67652, -4.36404)
H (-1.61331, 3.09930, -2.67042)
H (-2.18473, -2.57006, -5.90422)
H (-0.33749, 0.72515, 3.78412)
H (-3.38479, -1.19298, -7.22960)
H (-4.06262, 2.75982, 1.80964)
H (1.88655, 3.61683, -0.09804)
H (-4.89901, 1.67312, 2.93224)
H (-0.56136, -0.87858, -1.53773)
H (1.72430, 4.47599, 3.97122)
H (-3.85397, 0.49869, -5.87227)
H (-3.74595, -0.51098, 3.65465)
H (-2.35310, -0.98484, -1.47307)
H (-2.93895, 1.42376, -7.06930)
H (-0.67753, 4.44848, -1.95726)